[1]
A single C4H6O2 molecule. Source: the OMol25 dataset; level of theory: ωB97M-V with the def2-TZVPD basis set.

Each line ends with the Mulliken charge.
Cartesian coordinates (Å):
C -0.880 0.936 0.451  -0.401
O -1.829 0.079 -0.208  -0.405
C -0.853 -0.955 -0.422  -0.404
C 0.224 -0.064 0.169  0.658
C 1.617 0.066 -0.214  -0.411
O 1.230 -0.353 1.101  -0.490
H -0.830 1.939 0.009  0.257
H -1.079 1.018 1.527  0.229
H -1.074 -1.883 0.116  0.246
H -0.716 -1.160 -1.493  0.253
H 2.098 -0.730 -0.786  0.239
H 2.022 1.066 -0.338  0.229

gap between HOMO and LUMO	10.89	eV
SMILES string	C1OCC12CO2
M	86.1	g/mol
energy above the lowest of the compared OMol25 structures with the same formula, charge and spin	2.912	eV



[2]
A single C4H6O2 molecule in a non-equilibrium geometry. Source: the OMol25 dataset; level of theory: ωB97M-V with the def2-TZVPD basis set.

Each line ends with the Mulliken charge.
Cartesian coordinates (Å):
C -1.470 -0.431 -0.402  -1.158
C -0.291 -0.243 0.544  0.361
O 0.897 -1.029 0.373  -0.437
C 1.661 0.086 -0.120  -0.293
C 0.501 1.025 0.284  0.371
O 0.294 2.194 0.442  -0.533
H -2.212 0.337 -0.148  0.315
H -1.212 -0.302 -1.461  0.280
H -1.928 -1.412 -0.269  0.320
H -0.570 -0.381 1.582  0.288
H 1.682 -0.165 -1.166  0.225
H 2.646 0.320 0.340  0.260

gap between HOMO and LUMO	10.78	eV
SMILES string	C[C@H]1OCC1=O
M	86.1	g/mol
energy above the lowest of the compared OMol25 structures with the same formula, charge and spin	1.881	eV



[3]
A molecular structure, C4H6O2 in a non-equilibrium geometry. Source: the OMol25 dataset; level of theory: ωB97M-V with the def2-TZVPD basis set.

Each line ends with the Mulliken charge.
Cartesian coordinates (Å):
O -1.398 2.515 0.513  -0.427
C -0.900 1.475 0.352  0.755
C -0.455 0.296 0.043  -0.523
C -0.006 -0.958 0.719  -0.076
O 0.118 -1.670 -0.505  -0.413
C -0.302 -0.497 -1.199  -0.181
H 2.409 1.163 0.772  0.207
H 1.758 1.222 0.326  -0.206
H 0.967 -0.913 1.199  0.151
H -0.692 -1.491 1.374  0.235
H -1.245 -0.683 -1.709  0.249
H 0.438 -0.087 -1.883  0.230

gap between HOMO and LUMO	9.30	eV
M	86.1	g/mol
energy above the lowest of the compared OMol25 structures with the same formula, charge and spin	3.948	eV



[4]
A molecular structure, C4H6O2. Source: the OMol25 dataset; level of theory: ωB97M-V with the def2-TZVPD basis set.

Each line ends with the Mulliken charge.
Cartesian coordinates (Å):
O 1.226 1.020 -0.615  -0.457
C 1.078 -0.128 -0.031  0.067
C 0.307 -0.398 1.183  -0.356
C -0.687 -0.572 0.024  -0.789
C -0.408 1.025 -0.970  0.178
O -1.039 1.930 -0.501  -0.547
H 1.592 -0.993 -0.473  0.333
H 0.084 0.474 1.793  0.235
H 0.577 -1.284 1.755  0.270
H -0.731 -1.567 -0.420  0.334
H -1.676 -0.188 0.256  0.360
H -0.324 0.681 -2.002  0.372

gap between HOMO and LUMO	9.69	eV
M	86.1	g/mol
energy above the lowest of the compared OMol25 structures with the same formula, charge and spin	4.152	eV



[5]
2 unconnected molecules or ions with the total composition C4H6O2. Source: the OMol25 dataset; level of theory: ωB97M-V with the def2-TZVPD basis set.

Each line ends with the Mulliken charge.
Cartesian coordinates (Å):
O -1.576 0.271 -2.159  -0.670
C 0.072 0.555 0.123  -0.388
C 0.071 0.091 1.511  -0.386
C -0.025 -0.936 0.426  -0.530
O 1.389 -1.190 0.326  -0.499
C 1.372 0.185 0.771  -0.189
H -0.805 0.557 -2.662  0.339
H -0.391 1.383 -0.394  0.581
H -0.450 0.391 2.405  0.426
H -0.756 -1.724 0.259  0.559
H -1.179 -0.342 -1.528  0.347
H 2.277 0.759 0.922  0.409

gap between HOMO and LUMO	10.61	eV
M	86.1	g/mol
energy above the lowest of the compared OMol25 structures with the same formula, charge and spin	4.965	eV



[6]
A single C4H6O2 molecule in a non-equilibrium geometry. Source: the OMol25 dataset; level of theory: ωB97M-V with the def2-TZVPD basis set.

Each line ends with the Mulliken charge.
Cartesian coordinates (Å):
O -1.939 -0.837 0.800  -0.567
C -0.773 -0.303 0.379  0.221
C 0.145 -0.575 -0.546  0.181
O 0.266 -1.588 -1.456  -0.551
C 1.051 0.573 -0.154  -0.427
C -0.044 0.895 0.914  -0.448
H -2.127 -1.608 0.244  0.325
H 0.487 -0.965 -2.202  0.372
H 2.015 0.278 0.273  0.201
H 1.213 1.370 -0.893  0.253
H -0.546 1.858 0.778  0.215
H 0.307 0.811 1.947  0.225

gap between HOMO and LUMO	8.90	eV
SMILES string	OC1=C(O)CC1
M	86.1	g/mol
energy above the lowest of the compared OMol25 structures with the same formula, charge and spin	2.091	eV



no.,LUMO (Eh)
1,0.03535
2,0.03242
3,0.01819
4,0.01732
5,0.03522
6,0.02635